{
  "formula": "C37H40N7O15",
  "method": "wB97M-V/def2-TZVPD",
  "total_energy_ev": -80129.212,
  "fmax_ev_per_a": 11.00,
  "lumo_ev": 0.65,
  "gap_ev": 6.43,
  "total_charge": -1,
  "homo_energy_ev": -5.782,
  "mol_weight_da": 822.76,
  "species": ["O", "N", "C", "C", "H", "C", "O", "C", "C", "C", "C", "C", "H", "C", "C", "H", "N", "O", "H", "H", "H", "N", "H", "H", "H", "C", "C", "C", "H", "O", "H", "N", "C", "C", "H", "C", "H", "O", "C", "C", "H", "C", "H", "C", "O", "H", "H", "C", "C", "H", "N", "O", "C", "C", "H", "H", "H", "C", "C", "H", "H", "C", "H", "H", "C", "H", "O", "C", "C", "H", "O", "H", "C", "H", "H", "C", "N", "O", "H", "O", "H", "O", "O", "H", "O", "H", "C", "H", "O", "C", "H", "H", "H", "H", "C", "C", "C", "H", "N"],
  "positions_angstrom": [[-3.344, 2.338, -3.182], [-1.974, 1.909, 4.787], [-0.196, 5.931, -0.052], [6.253, 3.695, 3.890], [3.788, -7.037, -0.876], [0.804, -0.416, 0.852], [3.764, 5.765, 1.097], [3.658, -6.114, -1.022], [0.222, 3.357, -0.297], [-4.795, -1.532, -0.045], [-0.931, 5.896, -1.362], [-4.367, 0.395, -2.393], [3.542, -6.109, -2.020], [-3.570, -0.603, -0.008], [0.612, -0.208, -5.554], [1.810, 0.795, -4.348], [-1.614, 7.203, -1.799], [-0.865, -5.429, 1.984], [-0.056, 0.980, 2.936], [-6.645, -2.109, -0.911], [5.234, 0.451, 2.602], [-2.100, -3.050, -4.513], [6.123, 1.498, 4.749], [1.436, -3.842, -1.127], [-3.357, -4.274, -0.398], [1.342, -4.857, -1.040], [0.231, 1.972, 3.359], [1.072, 0.000, -4.306], [-4.856, -2.312, 0.756], [0.753, -1.587, 1.556], [5.801, 5.692, 3.005], [-4.188, 1.399, -3.463], [6.007, 2.300, 3.904], [1.003, 4.524, 4.719], [-2.063, -6.918, 2.283], [-1.837, -6.127, 1.660], [-0.045, -2.177, 1.505], [-2.010, 7.203, -2.999], [-5.605, -0.534, -2.196], [-1.045, -2.108, -4.377], [-2.783, -0.859, 0.781], [5.648, 4.667, 2.872], [6.715, 4.025, 4.747], [5.274, 1.549, 2.746], [-2.327, 0.947, 4.197], [-1.521, -3.975, -0.192], [-0.958, 4.396, 5.832], [4.754, 2.393, 1.625], [-0.587, -1.534, -2.982], [-1.980, -5.114, -1.213], [-2.551, -5.884, 0.527], [-2.709, 2.317, 5.821], [1.748, 3.996, 3.534], [-0.694, 3.260, -1.556], [4.256, 1.906, 0.862], [1.896, 2.380, 2.263], [4.611, -5.636, -0.868], [-2.390, -4.694, -0.430], [-0.576, -1.282, -5.630], [-3.480, -7.682, 0.853], [-1.986, 4.604, -2.798], [-3.353, 0.396, -1.170], [-0.928, -1.488, -6.605], [0.794, -0.188, -1.897], [-5.783, -1.457, -0.975], [-2.489, 0.913, -1.146], [-0.085, -0.030, 0.212], [-3.597, -6.831, 0.275], [-1.309, 4.588, -2.004], [1.850, -4.424, 1.370], [-1.222, 8.229, -1.169], [1.215, 0.034, -6.536], [4.869, 3.981, 1.712], [0.964, 4.601, 1.222], [2.814, 4.450, 3.245], [-0.341, 3.972, 5.091], [2.615, -5.334, -0.384], [3.705, -5.574, 1.679], [-1.200, -1.936, -2.132], [1.917, 0.147, 0.948], [0.466, -5.125, -0.441], [-2.861, -3.320, -3.475], [-2.114, -3.654, -5.536], [-4.658, -6.274, 0.233], [4.219, 4.281, -0.411], [-6.275, -0.431, -3.056], [0.440, 4.617, 0.303], [-0.304, 6.780, 0.458], [-5.081, 1.367, -4.261], [1.467, 2.771, 2.982], [-3.459, -7.402, -0.939], [1.357, 5.500, 5.279], [0.751, 2.382, -0.119], [-0.827, 2.241, -2.078], [0.542, -0.517, -2.983], [2.687, -5.124, 1.054], [-0.733, 2.603, 4.339], [1.192, -5.299, -2.123], [4.356, 4.789, 0.711]]
}

---

{
  "formula": "C37H40N7O15",
  "method": "wB97M-V/def2-TZVPD",
  "total_energy_ev": -80129.629,
  "fmax_ev_per_a": 12.33,
  "lumo_ev": 0.72,
  "gap_ev": 6.46,
  "total_charge": -1,
  "homo_energy_ev": -5.739,
  "mol_weight_da": 822.76,
  "species": ["C", "H", "O", "H", "N", "C", "H", "H", "C", "H", "H", "O", "C", "C", "H", "H", "O", "C", "N", "H", "N", "O", "C", "O", "H", "C", "C", "H", "H", "H", "H", "H", "C", "H", "C", "O", "C", "C", "C", "O", "N", "C", "O", "H", "N", "C", "H", "O", "C", "C", "H", "N", "C", "C", "C", "O", "H", "O", "H", "O", "H", "O", "H", "H", "H", "C", "H", "C", "C", "H", "C", "H", "H", "H", "C", "H", "C", "C", "C", "O", "H", "H", "N", "H", "H", "C", "H", "H", "C", "H", "C", "C", "H", "C", "C", "C", "C", "O", "H"],
  "positions_angstrom": [[3.343, 4.114, 24.550], [-0.121, 9.070, 31.163], [7.381, 2.605, 27.214], [2.489, 4.138, 24.095], [4.296, 1.884, 30.088], [4.371, 6.273, 30.101], [7.482, 8.045, 35.376], [4.007, 10.967, 27.968], [4.197, 8.384, 34.047], [-0.428, 5.337, 35.721], [2.724, 4.267, 26.679], [2.297, 11.061, 35.665], [3.067, 4.691, 34.746], [3.144, 10.342, 31.378], [10.961, 6.466, 28.510], [5.080, 12.763, 26.451], [5.265, 5.297, 29.890], [5.038, 0.932, 29.427], [7.441, 3.151, 26.151], [1.803, 6.387, 32.044], [-0.824, 6.436, 33.383], [10.138, 12.450, 27.269], [1.751, 5.823, 32.967], [1.405, 9.164, 35.086], [3.796, 12.281, 32.366], [5.928, 10.308, 28.851], [0.547, 9.933, 31.189], [3.849, 5.699, 33.039], [2.449, 3.068, 30.146], [9.879, 7.769, 28.816], [1.312, 12.883, 33.076], [9.152, 4.316, 30.473], [10.294, 6.965, 29.252], [4.460, 3.487, 31.498], [5.928, 3.714, 24.131], [8.720, 7.908, 31.190], [7.441, 10.194, 28.678], [1.402, 12.063, 32.450], [0.416, 5.800, 33.830], [8.381, 3.559, 25.499], [-1.082, 11.728, 32.349], [5.089, 11.187, 27.975], [4.714, 0.467, 28.336], [5.923, 0.636, 29.889], [2.413, 9.970, 35.127], [2.123, 9.480, 31.031], [5.711, 7.260, 33.285], [-1.263, 12.911, 32.551], [3.125, 2.483, 29.485], [4.678, 2.456, 31.304], [5.638, 9.513, 29.384], [9.190, 6.243, 29.913], [4.910, 3.799, 26.574], [4.624, 9.758, 36.203], [4.475, 3.837, 23.644], [-0.669, 7.030, 32.299], [4.303, 9.917, 31.254], [-1.959, 10.841, 32.201], [9.640, 4.617, 28.578], [3.138, 6.133, 29.916], [4.327, 10.435, 36.967], [10.233, 10.385, 28.058], [7.984, 9.558, 29.147], [10.929, 7.467, 29.845], [2.350, 1.598, 29.278], [6.143, 9.390, 36.187], [7.883, 4.701, 29.204], [5.660, 8.017, 34.061], [3.555, 3.960, 25.971], [2.965, 2.650, 28.394], [1.790, 4.629, 35.734], [7.843, 12.895, 26.236], [3.843, 4.316, 35.239], [7.068, 9.829, 36.687], [0.537, 5.257, 35.220], [4.447, 3.714, 22.646], [0.272, 11.270, 31.961], [9.036, 4.832, 29.577], [6.067, 3.463, 25.628], [4.761, 7.327, 30.670], [2.143, 8.660, 30.413], [3.644, 7.937, 33.290], [9.689, 11.383, 27.728], [4.338, 1.745, 32.100], [6.746, 3.488, 23.529], [6.548, 8.479, 35.182], [5.746, 2.453, 31.289], [7.682, 6.174, 31.392], [3.009, 5.380, 33.631], [1.848, 4.401, 36.768], [8.425, 6.760, 30.881], [3.675, 9.354, 35.093], [4.760, 4.471, 29.555], [5.621, 12.068, 27.077], [7.281, 12.243, 26.886], [8.160, 11.334, 27.778], [2.841, 11.712, 32.138], [-1.870, 5.765, 33.645], [5.080, 3.726, 27.575]]
}